ORCA calculation (wB97M-V/def2-TZVPD) on a structure of composition C31H68Cu2N6O13 at a distorted geometry.

Values from the calculation:
* M: 860.01 g mol⁻¹
* energy relative to the best compared isomer or geometry (same formula, charge and spin): 0.0 kJ/mol
* calculated total energy: -158082.877 eV
* E_LUMO (alpha / beta): -0.3 / -2.0 eV

```
! wB97M-V def2-TZVPD RIJCOSX def2/J DEFGRID3
* xyz 0 3
Cu 1.7460 -1.1227 -2.9140
Cu 0.4593 -1.9274 1.2083
C 0.3989 -0.1936 -0.7867
O 0.5288 0.5254 -1.8133
O -0.3519 -0.0762 0.2386
O 1.1069 -1.2471 -0.7724
C 0.7425 -5.4654 -3.2754
C 0.7757 -4.4828 -2.2744
C 0.0549 -4.7232 -0.9632
O 0.0225 -3.8587 -0.0323
C -0.4864 -5.9729 -0.6669
C -0.5279 -7.0288 -1.6460
C 0.0005 -6.6837 -3.0801
O -0.2658 -7.4874 -3.9498
O -0.9057 -8.1679 -1.4815
O 1.4301 -3.4560 -2.5671
H 1.2596 -5.3350 -4.2156
H -1.0200 -6.1052 0.2625
C 2.7704 -3.2660 4.6887
C 1.9562 -2.4066 3.7265
C 2.5905 -1.0723 3.3570
O 1.8106 -0.4335 2.3765
C 2.2039 0.9065 2.0536
N 1.6544 -3.1757 2.5016
H 3.1431 -2.7014 5.5450
H 3.6581 -3.6256 4.1581
H 2.2138 -4.1368 5.0299
H 0.9503 -2.2266 4.1209
H 3.6310 -1.2125 3.0332
H 2.6462 -0.4795 4.2779
H 3.1828 0.8422 1.5679
H 2.2706 1.4565 2.9935
H 1.4792 1.2827 1.3378
H 2.5641 -3.5083 2.1615
H 1.3065 -4.0964 2.7754
C 5.3616 0.2058 -0.7284
C 4.1160 0.1341 -1.6016
C 4.1875 1.0717 -2.8042
O 2.9547 0.9367 -3.4724
C 2.7387 1.7855 -4.5708
N 3.7858 -1.2450 -2.0258
H 6.1705 -0.2580 -1.2954
H 5.1681 -0.2634 0.2373
H 5.5695 1.2565 -0.5157
H 3.2874 0.5243 -1.0020
H 4.9966 0.8725 -3.5187
H 4.2677 2.0943 -2.4121
H 1.9037 1.4310 -5.1761
H 3.5596 1.7832 -5.2989
H 2.5058 2.7947 -4.2327
H 4.6300 -1.6395 -2.4443
H 3.7903 -1.6923 -1.1067
C 0.6840 5.5858 -1.8922
C 1.2622 4.1832 -2.0862
C 1.9607 3.6397 -0.8390
O 3.2358 4.2157 -0.6099
C 3.7829 3.8522 0.6412
N 0.1523 3.3226 -2.4455
H 1.4896 6.2624 -1.5900
H 0.0507 5.5387 -0.9958
H 0.0939 6.0263 -2.6889
H 1.9913 4.3408 -2.8896
H 2.0135 2.5468 -0.8953
H 1.2928 3.8949 -0.0002
H 3.1661 4.2583 1.4510
H 4.7422 4.3688 0.6757
H 3.9027 2.7662 0.6884
H -0.6557 3.5278 -1.8693
H 0.2870 2.3074 -2.3750
C -3.0942 4.3551 1.0817
C -1.8278 3.4873 1.0548
C -1.3472 3.1925 2.4743
O -0.9068 4.3520 3.1205
C -0.3248 4.0955 4.3751
N -2.1089 2.2599 0.3204
H -3.4578 4.5341 0.0701
H -2.8776 5.3549 1.4624
H -3.8371 3.8630 1.7103
H -1.0503 4.0545 0.5405
H -0.5571 2.4185 2.5093
H -2.1138 2.6240 3.0376
H 0.0170 5.0363 4.8003
H 0.5977 3.5053 4.2709
H -1.0200 3.5392 5.0089
H -1.2781 1.6511 0.2896
H -2.5956 1.6210 0.9583
C -2.3359 -3.8217 2.4388
C -2.3483 -2.4273 1.8266
C -3.6801 -1.7109 2.0541
O -3.5728 -0.3412 1.6921
C -4.8062 0.3312 1.8814
N -1.2545 -1.6490 2.4991
H -2.5651 -3.8262 3.5056
H -1.3950 -4.3222 2.2131
H -3.1075 -4.4103 1.9346
H -2.1903 -2.4737 0.7487
H -3.9299 -1.7401 3.1269
H -4.5502 -2.1391 1.5473
H -4.6045 1.3880 1.7248
H -5.2016 0.1686 2.8892
H -5.5447 -0.0126 1.1514
H -1.5352 -0.6714 2.3816
H -1.4422 -1.8228 3.4858
C -5.0822 0.7092 -1.9625
C -3.7189 0.0801 -2.2051
C -3.6727 -0.8434 -3.4304
O -2.6471 -1.8098 -3.4778
C -2.8038 -2.8651 -2.5597
N -2.6705 1.0981 -2.3245
H -5.4341 1.2444 -2.8510
H -5.1394 1.4329 -1.1492
H -5.8449 -0.0570 -1.7976
H -3.4706 -0.5287 -1.3190
H -3.5186 -0.2123 -4.3079
H -4.6280 -1.3727 -3.5752
H -2.4952 -2.5790 -1.5477
H -2.1332 -3.6755 -2.8454
H -3.8397 -3.2195 -2.5412
H -1.7343 0.7416 -2.1405
H -2.7658 1.6256 -1.4376
*
```

These are the Löwdin partial charges, in e, on atoms 1 to 4:
1 Cu 0.459
2 Cu 0.634
3 C -0.864
4 O -0.030